1.
Molecular formula: C6H6IN4O6P
Method: DFT, ωB97M-V/def2-TZVPD

Calculated values
- energy (Eh) = -1541.5941
- total charge = -2
- largest force on an atom (eV Å⁻¹) = 4.345

Geometry as XYZ:
```
24
Properties=species:S:1:pos:R:3:forces:R:3
I 4.249 -0.844 -0.149 -0.22 -0.18 0.53
P 2.214 -1.889 -1.189 -0.62 -1.25 -2.17
O 2.175 -3.546 -0.750 -0.56 2.15 0.64
O -1.843 4.281 3.302 -2.69 -1.78 -2.91
O 4.082 -3.096 -3.351 0.72 0.32 1.89
O -3.783 4.044 1.999 2.26 0.14 -0.42
O 3.200 -5.125 -3.703 -0.25 -0.98 0.41
O 3.143 -3.461 -5.199 -0.79 -0.48 -1.40
N -0.620 0.825 -0.376 -0.79 -0.93 2.25
N -0.560 -0.836 1.534 -1.32 2.99 -1.69
N 0.322 0.159 -0.991 1.04 -2.66 1.69
N 0.384 -1.506 0.923 0.47 1.04 -2.07
C 3.461 -3.956 -4.066 0.12 1.26 -0.69
C -1.665 2.707 1.402 -0.30 -0.05 0.67
C -0.989 0.296 0.860 -1.50 0.28 1.94
C 0.784 -0.953 -0.300 1.28 -0.90 0.24
C -2.425 3.738 2.342 2.09 0.80 1.45
C -2.119 1.161 1.640 1.35 0.46 -1.40
H -3.722 4.260 1.036 -0.37 -0.55 0.91
H -1.792 3.036 0.320 0.20 -0.65 1.31
H -2.107 0.970 2.759 -0.07 -0.10 -1.57
H -3.115 0.928 1.144 1.08 0.43 0.90
H -0.553 2.731 1.687 -1.75 0.30 -0.48
H 1.281 -3.924 -0.875 0.59 0.37 -0.03
```
Positions in Å, forces in eV/Å.

2.
Molecular formula: C6H6INO
Method: DFT, ωB97M-V/def2-TZVPD

Calculated values
- energy (Eh) = -659.7738
- total charge = 0
- relative energy (zero: lowest compared OMol25 entry of this formula, charge and spin) (eV) = 2.749
- largest force on an atom (eV Å⁻¹) = 4.775

Geometry as XYZ:
```
15
Properties=species:S:1:pos:R:3:forces:R:3
I 2.335 -1.518 -1.439 0.71 0.11 -0.67
O 0.602 -2.854 0.433 -0.72 -1.65 1.08
N -0.652 0.508 -0.306 1.51 0.60 1.45
C 0.656 1.854 0.815 -0.58 0.18 -1.12
C 1.186 0.657 1.036 -1.06 -0.41 -0.33
C 0.268 -0.425 0.542 0.94 1.71 -1.58
C -0.579 1.845 -0.017 0.69 -3.38 -0.27
C -1.679 -0.077 -1.033 -2.62 -0.51 -3.96
C 0.902 -1.796 0.064 -0.25 3.30 -1.30
H -2.421 0.806 -1.273 0.74 -2.21 1.06
H -1.994 -1.037 -0.527 -0.50 1.33 -0.50
H -0.249 -0.773 1.371 -1.72 -0.41 1.63
H 2.056 0.409 1.542 1.55 -0.20 0.95
H 1.033 2.818 0.974 0.94 0.88 0.89
H -1.464 -0.418 -2.182 0.38 0.66 2.65
```
Positions in Å, forces in eV/Å.

Number 1: Kohn-Sham gap 2.06 eV, M 388.0 g/mol. Number 2: Kohn-Sham gap 8.90 eV, M 235.0 g/mol.